Entry 1:
A single C2H3P3 molecule at a distorted geometry. Source: the OMol25 dataset; level of theory: ωB97M-V/def2-TZVPD.

XYZ file:
```
8
Properties=species:S:1:pos:R:3:forces:R:3:lowdin_charge:R:1
C -0.94035 -0.80674 -0.00770 1.1 -1.6 -1.1 -0.600
C -1.13525 0.46870 0.00394 -2.4 5.5 2.0 -0.190
P 0.70721 -1.56612 0.04132 0.6 -0.4 0.2 0.477
P 3.64274 1.09497 0.05643 -2.1 -1.4 -0.5 0.198
P 1.99963 0.01554 -0.18615 1.8 1.1 0.6 -0.058
H -1.68128 -1.54581 -0.30817 -0.2 0.3 0.2 0.042
H -2.14412 1.05624 -0.01795 1.4 -1.8 -0.5 0.084
H -0.44858 1.28322 0.41828 -0.1 -1.7 -0.9 0.046
```
Positions in Å, forces in eV/Å.

SMILES: C=CP=P#P
electronic energy: -1101.928980 hartree
HOMO energy: -7.7 eV
charge: 0
2S+1: 1
frontier orbital gap: 6.207 eV

Entry 2:
A single C21H18N4O2 molecule. Source: the OMol25 dataset; level of theory: ωB97M-V/def2-TZVPD.

XYZ file:
```
45
Properties=species:S:1:pos:R:3:forces:R:3:lowdin_charge:R:1
O -0.57136 -0.10198 -1.11627 0.1 0.1 -0.1 0.104
C -0.72379 0.40709 -0.03159 0.3 -0.3 0.2 -0.450
N -0.72449 -0.31946 1.11908 0.3 -0.5 0.3 0.067
H -0.80046 0.11302 2.02886 0.0 0.0 -0.2 0.163
N -0.39609 -1.67481 1.11053 -0.6 0.2 -0.1 0.048
C 0.93635 -1.99099 0.79519 0.5 0.1 0.0 -0.253
C 1.97343 -1.11055 1.08751 -0.2 0.0 0.0 -0.034
C 3.28239 -1.46980 0.82736 0.0 -0.1 0.0 -0.088
C 3.57533 -2.70935 0.28775 0.2 0.0 0.0 -0.099
C 2.54535 -3.59165 0.00578 0.0 0.0 0.0 -0.088
C 1.23361 -3.23687 0.25189 -0.2 0.1 0.1 -0.033
H 0.42942 -3.92006 0.01973 -0.1 -0.1 0.0 0.109
H 2.76423 -4.55977 -0.41985 0.0 -0.1 0.0 0.102
H 4.59843 -2.98479 0.08327 0.1 0.0 0.0 0.098
H 4.07611 -0.77100 1.04683 0.1 0.1 0.0 0.100
H 1.75903 -0.13755 1.50594 0.0 0.0 0.0 0.104
H -1.06205 -2.20908 0.55685 0.0 0.3 0.1 0.129
C -0.87347 1.87883 0.24140 0.5 0.3 -0.2 -0.157
C 0.17436 2.71441 0.16089 -0.6 -0.2 0.0 0.012
C 1.53842 2.38675 -0.23408 0.5 0.0 0.0 -0.203
C 2.59707 2.98438 0.45557 -0.1 -0.2 -0.1 -0.032
C 3.89944 2.66826 0.11794 0.0 0.0 0.0 -0.064
C 4.10730 1.76877 -0.91744 0.2 0.2 0.2 -0.161
N 3.11939 1.22957 -1.60927 0.3 -0.3 -0.4 0.079
C 1.87738 1.52802 -1.28659 -0.4 0.2 0.1 -0.091
H 1.11586 1.07176 -1.90122 -0.1 0.1 0.0 0.108
H 5.10483 1.47597 -1.21735 0.1 0.0 0.0 0.103
H 4.73183 3.10944 0.64460 0.1 0.0 0.0 0.100
H 2.39228 3.67718 1.26098 0.0 0.1 0.0 0.113
H 0.03113 3.73702 0.49513 -0.1 0.1 0.0 0.122
N -2.08379 2.31378 0.76979 0.0 0.5 0.2 0.147
C -3.29464 1.66969 0.86065 -0.1 0.1 0.1 -0.430
O -4.16173 2.12537 1.57511 -0.1 -0.1 0.0 0.097
C -3.47147 0.45291 0.02406 -0.4 -0.1 -0.3 -0.175
C -3.83516 -0.75207 0.61550 0.0 0.1 0.0 -0.030
C -4.03840 -1.87166 -0.17031 0.0 0.0 0.2 -0.079
C -3.91051 -1.78558 -1.54741 0.0 0.1 -0.1 -0.074
C -3.58275 -0.57810 -2.14061 -0.1 -0.1 -0.1 -0.066
C -3.35978 0.54068 -1.35967 -0.1 0.0 0.2 -0.032
H -3.09654 1.48143 -1.82026 0.1 0.1 0.0 0.129
H -3.48995 -0.50865 -3.21333 0.0 0.0 -0.1 0.110
H -4.07071 -2.66079 -2.15941 0.0 -0.1 -0.1 0.104
H -4.30255 -2.81130 0.29262 0.0 -0.1 0.0 0.105
H -3.94253 -0.80479 1.68892 0.0 0.0 0.1 0.123
H -2.07076 3.22632 1.21495 -0.1 -0.2 0.0 0.161
```
Positions in Å, forces in eV/Å.

SMILES: O=C(NNc1ccccc1)/C(=C\c1cccnc1)NC(=O)c1ccccc1
electronic energy: -1180.538425 hartree
HOMO energy: -8.3 eV
charge: 0
2S+1: 1
frontier orbital gap: 8.613 eV

Question: The lowest HOMO energy belongs to which entry?
Answer: C21H18N4O2